A structure of composition C15H26InN6O7 at a distorted geometry. Source: OMol25; level of theory: the ωB97M-V functional and the def2-TZVPD basis.

XYZ file:
```
55
Properties=species:S:1:pos:R:3:lowdin_charge:R:1
O -0.1573 -0.9971 -4.2115 -0.229
H -0.3506 -1.0547 -5.1626 0.058
In -0.3824 0.2362 -1.1685 0.846
N 1.1984 -1.2426 -1.5887 -0.091
N -1.0893 -1.7502 -0.4429 -0.076
N 0.2615 2.2660 -1.0388 -0.050
N -1.6246 1.1913 0.3629 -0.049
O 2.4005 -0.9762 -1.8175 0.075
O 1.2830 2.8003 -1.7959 -0.021
O -2.5325 0.5534 1.1532 0.000
O -2.0766 -1.9512 0.3695 -0.007
C -0.4796 -2.8157 -1.0263 -0.200
C 0.7564 -2.5410 -1.6597 -0.192
C -0.3697 3.0830 -0.1964 -0.213
C -1.4373 2.4911 0.5737 -0.221
C 1.5886 -3.4726 -2.4465 0.016
H 1.5830 -3.1522 -3.4981 0.114
H 1.2129 -4.4932 -2.3772 0.084
H 2.6232 -3.4371 -2.0866 0.106
C -1.1214 -4.1519 -0.9477 0.017
H -2.0958 -4.1381 -1.4533 0.115
H -1.2799 -4.4280 0.1001 0.106
H -0.4898 -4.9038 -1.4276 0.082
C 0.0629 4.4971 -0.0391 0.015
C -2.2374 3.2739 1.5539 0.017
H 0.7153 4.7722 -0.8738 0.092
H 0.6149 4.6331 0.9031 0.114
H -0.8042 5.1684 -0.0080 0.102
H -2.8282 2.5990 2.1782 0.092
H -2.9137 3.9628 1.0271 0.113
H -1.5736 3.8828 2.1808 0.101
H 1.3303 2.1363 -2.5758 0.057
H -2.3982 -0.4362 0.8911 0.071
C -1.7755 0.1476 -2.8352 -0.142
H -1.1925 -0.5458 -3.6907 -0.056
H -1.9403 1.1547 -3.2323 0.002
H -2.7188 -0.3183 -2.5353 -0.004
O 1.2137 1.0463 -3.7276 -0.139
H 0.6473 0.1616 -3.9605 -0.001
H 1.0405 1.6388 -4.4779 0.075
N 0.4664 -0.9646 5.8385 0.180
C -0.0890 -1.0077 4.5947 -0.477
O -1.2331 -1.4168 4.4005 0.065
C 0.7818 -0.5231 3.4751 -0.082
C 2.0888 -0.0205 3.6081 0.016
C 2.7446 0.4636 2.4760 -0.016
C 2.0784 0.4387 1.2421 -0.107
N 0.8462 -0.0476 1.1164 0.026
C 0.2234 -0.5568 2.1821 -0.043
H -0.1016 -1.2792 6.6079 0.121
H 1.3881 -0.6250 6.0472 0.089
H 2.5804 0.0063 4.5801 0.115
H 3.7548 0.8601 2.5013 0.117
H 2.5581 0.7973 0.3318 0.115
H -0.7504 -1.0150 2.0066 0.099
```

Its highest occupied orbital energy (spin up / spin down) is -10.327 / -10.153 eV. As for the total charge: +1. The value obtained for the maximum force is 3.53 eV Å⁻¹.

---

A cluster of 4 separate species, C4H15NO3 in total at a distorted geometry. Source: OMol25; level of theory: the ωB97M-V functional and the def2-TZVPD basis.

XYZ file:
```
23
Properties=species:S:1:pos:R:3:lowdin_charge:R:1
C 0.0477 -0.8964 -1.6453 -0.301
N 1.2998 -0.5050 -1.0615 -0.094
C 0.9670 0.6124 -0.1060 -0.269
C -0.4963 0.3940 0.3520 -0.222
C -1.1057 -0.5633 -0.7364 -0.198
H 0.0995 -1.9281 -1.9451 0.088
H 0.0115 -0.2823 -2.5579 0.104
H 1.8338 -1.1710 -0.4749 0.063
H 1.0669 1.5317 -0.6723 0.084
H 1.7902 0.5531 0.6097 0.060
H -0.5215 -0.1812 1.2600 0.042
H -1.1008 1.2728 0.6088 0.076
H -1.8928 -0.1284 -1.3139 0.082
H -1.4659 -1.4015 -0.1194 0.074
H 0.0122 -4.2723 0.3709 0.016
H -0.3552 -2.7307 0.3321 -0.019
O -0.6363 -3.6206 0.0940 -0.144
H 1.4752 1.6742 3.1629 -0.030
H 1.6369 0.0642 3.2649 -0.051
O 1.1489 0.8119 2.8925 -0.309
H -1.3002 3.4109 -0.0348 0.017
H -1.2634 3.3377 -1.4843 0.023
O -1.2517 4.0181 -0.7961 -0.093
```

Its highest occupied orbital energy (spin up / spin down) is 0.731 / -5.579 eV. As for the spin multiplicity: 2. As for the total charge: -1. The value obtained for the maximum force is 2.30 eV Å⁻¹.

---

What are the energy above the lowest of the compared OMol25 structures with the same formula, charge and spin values for these records? In order: 0.535; 1.201 eV.